No. 1
Formula: C22H44N3O2P3Pb
Source: the Open Molecules 2025 dataset
Level of theory: wB97M-V/def2-TZVPD

Atoms and positions in Å:
Pb: -1.36952 -0.54994 -3.55969
P: -1.12526 -1.11321 2.06318
P: -3.84612 0.31787 -1.61593
P: 3.02201 0.90458 2.53282
H: -1.78252 2.13424 -2.75919
C: -0.88029 1.50060 -2.80653
C: -0.24291 1.28636 -4.04992
H: -0.67618 1.74565 -4.96858
C: -1.74769 -0.61207 3.72365
C: -2.56825 -2.11901 1.51368
C: -0.02434 -2.49198 2.58251
C: -4.83913 1.24498 -2.83729
C: -4.64635 -1.32998 -1.73645
C: -4.60199 0.94103 -0.05832
C: 4.37021 2.01424 2.14837
C: 3.62583 -0.77543 2.69261
C: 2.30646 1.41623 4.10551
H: -0.33651 1.38167 -1.85696
H: 0.79882 0.91266 -4.09298
H: -1.79841 -1.47997 4.39563
H: -2.74235 -0.15445 3.62023
H: -1.05888 0.13670 4.14295
H: -2.72181 -2.96538 2.19687
H: -2.39362 -2.48993 0.49194
H: -3.46906 -1.49105 1.50145
H: -0.41070 -2.95954 3.49788
H: 0.98437 -2.09986 2.77107
H: 0.03977 -3.24186 1.78335
H: -5.74331 0.68974 -3.12671
H: -4.19204 1.38868 -3.71338
H: -5.10358 2.22865 -2.42565
H: -5.22408 -1.52875 -0.82770
H: -3.85145 -2.07913 -1.83896
H: -5.31361 -1.35348 -2.60597
H: -5.65455 0.63056 0.01700
H: -4.52847 2.03751 -0.05671
H: -4.01497 0.53747 0.77904
H: 5.00799 2.14090 3.03271
H: 3.98069 2.99287 1.84699
H: 4.95325 1.59972 1.31913
H: 4.71672 -0.73139 2.82367
H: 3.38296 -1.35298 1.79168
H: 3.16706 -1.25990 3.56658
H: 3.10821 1.83229 4.73494
H: 1.86960 0.54968 4.62068
H: 1.53947 2.18664 3.95566
C: 1.83356 2.64572 -0.26233
C: 0.82510 3.38830 0.39177
C: 0.75427 4.75898 0.25206
C: 1.62367 5.42306 -0.62542
C: 2.53636 4.67074 -1.38016
C: 2.61701 3.28896 -1.26001
O: 2.02711 1.34040 0.11385
H: 2.15255 0.97280 1.22374
H: 0.16944 2.83840 1.07725
H: 0.01278 5.31093 0.84613
H: 1.57977 6.50416 -0.73261
H: 3.18228 5.20875 -2.07364
H: 3.32244 2.71957 -1.87306
C: -0.38430 -5.08207 -1.04338
N: 0.42619 -3.93158 -1.44872
C: 1.78331 -4.00551 -1.50266
C: 2.50904 -2.91684 -1.83307
C: 1.84194 -1.68576 -2.01737
N: 0.50029 -1.63332 -2.07883
C: -0.22755 -2.72956 -1.68959
O: -1.48728 -2.67197 -1.55955
N: 2.56100 -0.53118 -2.16546
H: -0.57495 -5.07089 0.04189
H: 0.15501 -6.00473 -1.28325
H: -1.34314 -5.05739 -1.57147
H: 2.21088 -4.98928 -1.27280
H: 3.59489 -2.92985 -1.89043
H: 3.56617 -0.65948 -2.11744
H: 2.26664 0.25641 -1.58023

The calculation puts the HOMO energy (spin up / spin down) at -18.16 / -18.81 eV. Its charge is +4. As for the LUMO energy (spin up / spin down): -0.5674 / -0.5626 Eh. The HOMO-LUMO gap (spin up / spin down) comes out at 0.100 / 0.129 hartree. Its spin multiplicity is 1.

Mulliken atomic charge list, values in e, 8 entries:
1 Pb 0.8895
2 P 0.7384
3 P 0.7596
4 P 0.9923
5 H 0.5836
6 C -0.2750
7 C -0.9338
8 H 0.4149

=====

No. 2
Formula: C22H44N3O2P3Pb
Source: the Open Molecules 2025 dataset
Level of theory: wB97M-V/def2-TZVPD

Atoms and positions in Å:
Pb: 0.82745 1.09900 -0.11168
P: -0.37223 -2.54090 0.91162
P: 2.41585 -0.99933 -2.24427
P: -1.87149 -0.84698 -1.46108
H: -2.68052 3.46326 1.74452
C: -3.55643 2.81410 1.80049
C: -3.45470 1.63413 2.42734
H: -2.45662 1.30722 2.75091
C: 0.58649 -2.95718 2.42111
C: 0.03956 -4.06547 -0.03548
C: -2.03254 -3.02174 1.54116
C: 2.42303 0.73163 -2.81191
C: 4.13916 -1.43344 -1.93093
C: 1.59106 -1.94540 -3.51489
C: -3.43645 -0.45792 -0.57099
C: -2.42109 -2.44996 -2.20329
C: -2.14303 0.21739 -2.93736
H: -4.49001 3.20682 1.38466
H: -4.27388 0.94308 2.62474
H: 0.50228 -2.14786 3.15477
H: 1.64574 -3.10045 2.17797
H: 0.18527 -3.87913 2.86143
H: 1.10697 -4.04275 -0.28626
H: -0.53927 -4.11785 -0.96392
H: -0.16727 -4.95103 0.57912
H: -2.47716 -2.15569 2.04683
H: -1.91860 -3.83742 2.26487
H: -2.70103 -3.34196 0.73488
H: 3.03385 0.84163 -3.71751
H: 2.85738 1.39634 -2.04715
H: 1.40887 1.08269 -3.05697
H: 4.73284 -1.36442 -2.85715
H: 4.18373 -2.46314 -1.54524
H: 4.56247 -0.73758 -1.18323
H: 2.14970 -1.91508 -4.46033
H: 0.58348 -1.54144 -3.69009
H: 1.49517 -2.98566 -3.18771
H: -4.23782 -0.30387 -1.30640
H: -3.31555 0.44694 0.03595
H: -3.70946 -1.28662 0.09362
H: -3.28066 -2.26778 -2.86387
H: -2.71377 -3.17128 -1.43020
H: -1.60251 -2.87962 -2.79493
H: -3.19467 0.13852 -3.24962
H: -1.49458 -0.10715 -3.76273
H: -1.91759 1.26583 -2.70023
C: -0.40150 3.76588 -0.95472
C: 0.48885 4.22048 -1.96682
C: -0.02080 4.61566 -3.19188
C: -1.40161 4.70289 -3.41072
C: -2.27245 4.29374 -2.39662
C: -1.79983 3.85773 -1.17070
O: 0.07018 3.17781 0.13575
H: 1.69044 -1.20404 -0.99458
H: 1.55850 4.24686 -1.75406
H: 0.66266 4.86703 -3.99847
H: -1.79999 5.08569 -4.35515
H: -3.34394 4.31389 -2.57663
H: -2.47745 3.54944 -0.37249
C: 0.42568 1.47948 4.92386
N: 1.45140 0.77080 4.15089
C: 2.50935 0.19169 4.79714
C: 3.44013 -0.48941 4.06024
C: 3.27325 -0.54137 2.65766
N: 2.32346 0.17441 2.02886
C: 1.36581 0.74529 2.78796
O: 0.35340 1.27450 2.20935
N: 4.01458 -1.34618 1.86236
H: 0.15135 2.40986 4.41727
H: 0.85587 1.69405 5.90769
H: -0.47351 0.86083 5.05692
H: 2.50243 0.33493 5.87746
H: 4.26363 -1.01208 4.52592
H: 4.76175 -1.90651 2.24223
H: 3.81696 -1.40584 0.87074

The calculation puts the HOMO energy (spin up / spin down) at -18.99 / -18.99 eV. Its charge is +4. As for the LUMO energy (spin up / spin down): -0.5380 / -0.4940 Eh. The HOMO-LUMO gap (spin up / spin down) comes out at 0.160 / 0.204 hartree. Its spin multiplicity is 1.

Mulliken atomic charge list, values in e, 8 entries:
1 Pb 1.3259
2 P 0.8662
3 P 1.3442
4 P 0.7575
5 H 0.2837
6 C -0.5092
7 C -0.4637
8 H 0.1084

=====

No. 3
Formula: C22H44NiO12S5
Source: the Open Molecules 2025 dataset
Level of theory: wB97M-V/def2-TZVPD

Atoms and positions in Å:
Ni: -2.46468 -1.39639 -1.72739
O: -1.95773 -0.19250 -0.25486
C: -0.57739 -0.21008 -0.31668
C: 0.00826 -0.29108 -1.74091
O: -0.68763 -1.21772 -2.50215
H: -0.09032 -1.06718 0.19864
H: -0.23231 0.72033 0.17512
H: 1.06702 -0.58714 -1.61799
H: 0.02619 0.70362 -2.22295
C: 1.45434 2.85743 3.89545
C: 2.63155 3.81449 4.11476
C: 2.67788 4.80355 2.94319
S: 1.86283 3.98988 1.55449
O: 2.70685 3.62037 0.44951
O: 0.65567 4.73887 1.28341
C: 1.40628 2.48433 2.41886
H: 0.52965 3.39997 4.10966
H: 1.49588 1.92200 4.45049
H: 3.60042 3.33893 4.25690
H: 2.41056 4.30385 5.06475
H: 3.69337 4.99908 2.59939
H: 2.22427 5.74551 3.23444
H: 2.31614 1.90315 2.23771
H: 0.52715 2.01318 1.99410
C: -4.20236 -0.78145 2.78647
C: -3.25415 -1.94816 2.59218
C: -3.99825 -2.87295 1.62957
S: -4.91673 -1.84038 0.47938
O: -6.31172 -2.18626 0.50427
O: -4.23184 -1.83444 -0.79248
C: -4.63020 -0.33425 1.39231
H: -3.87765 0.10883 3.32901
H: -5.10819 -1.03612 3.35125
H: -3.02996 -2.46095 3.52401
H: -2.36468 -1.56623 2.08398
H: -4.85441 -3.26406 2.19264
H: -3.48203 -3.69925 1.15333
H: -5.46457 0.36162 1.37501
H: -3.79333 0.11351 0.83954
C: -1.24984 3.30017 -2.57997
C: -1.45126 3.38894 -4.08583
C: -1.92394 1.99092 -4.48767
S: -3.22536 1.67030 -3.29523
O: -3.14250 0.30212 -2.83905
O: -4.49946 2.21760 -3.66842
C: -2.51986 2.74654 -1.96682
H: -1.06679 4.25811 -2.08002
H: -0.35408 2.75474 -2.27957
H: -0.55452 3.69127 -4.62224
H: -2.23180 4.12527 -4.29425
H: -1.12755 1.27561 -4.28458
H: -2.36969 1.96179 -5.47911
H: -2.49058 2.06629 -1.11514
H: -3.34033 3.45997 -1.89564
C: 1.40122 -4.88663 -1.62739
C: 0.78988 -5.00372 -3.04500
C: -0.47008 -4.18031 -3.15943
S: -1.19782 -4.48431 -1.54776
O: -1.73515 -5.82299 -1.49900
O: -2.05338 -3.41719 -1.05610
C: 0.35739 -4.45115 -0.61519
H: 2.20495 -4.15471 -1.72516
H: 1.86371 -5.84434 -1.40158
H: 0.54460 -6.05435 -3.23625
H: 1.50382 -4.85525 -3.85571
H: -1.26314 -4.51569 -3.82711
H: -0.35697 -3.09012 -3.22960
H: 0.35836 -4.94325 0.35170
H: 0.32538 -3.37744 -0.39444
C: 3.70189 0.48132 0.18490
C: 3.46342 -0.66996 1.18217
C: 4.48719 -0.61003 2.31821
S: 5.59619 0.79996 1.94565
O: 6.95988 0.35875 2.09867
O: 5.10517 1.96751 2.64287
C: 5.16289 0.89242 0.18884
H: 3.16905 1.35071 0.55888
H: 3.31910 0.21368 -0.79635
H: 3.61255 -1.59097 0.61468
H: 2.44924 -0.68237 1.57828
H: 5.19561 -1.43583 2.26318
H: 4.15618 -0.51402 3.34829
H: 5.85713 0.20403 -0.28742
H: 5.27509 1.95071 -0.03773

The calculation puts the HOMO energy (spin up / spin down) at -8.02 / -7.92 eV. Its charge is 0. As for the LUMO energy (spin up / spin down): 0.0084 / 0.0083 Eh. The HOMO-LUMO gap (spin up / spin down) comes out at 0.303 / 0.299 hartree. Its spin multiplicity is 3. Its expectation value of S² is 2.004.

Mulliken atomic charge list, values in e, 8 entries:
1 Ni 0.9559
2 O -0.5150
3 C 0.4163
4 C 0.3251
5 O -0.7404
6 H -0.1025
7 H -0.1928
8 H 0.1830

=====

no.,maximum force (eV/Å),molecular weight (g/mol)
1,6.7,682.735
2,2.9,682.735
3,2.1,719.610